The following is a quantum chemistry calculation of 2 unconnected molecules or ions with the total composition C2H3BrNO in a non-equilibrium geometry, from the OMol25 dataset.

Each line ends with the Mulliken charge.
Atoms and positions in Å:
C -0.5463 0.0812 0.2974  -0.41
C 0.7921 0.2853 -0.3468  -0.13
N -0.2251 0.7333 -1.0289  0.40
Br 0.9627 -2.4161 2.2927  -0.96
O -0.7082 1.2904 -1.9914  -0.72
H -1.1910 -0.8645 0.2273  0.19
H -0.9387 0.5802 1.0840  0.25
H 1.8544 0.3101 -0.5344  0.37

Calculated values
Molar mass, g mol⁻¹: 136.96
Calculated total energy, a.u.: -2781.9370
HOMO level, eV: -3.7
Orbital gap, Ha: 0.2849
Charge: -1


The following is a quantum chemistry calculation of 2 unconnected molecules or ions with the total composition C2H3BrO2 in a non-equilibrium geometry, from the OMol25 dataset.

Each line ends with the Mulliken charge.
Atoms and positions in Å:
Br -0.3906 -1.4012 1.6196  -0.13
C 0.0379 -0.0434 -0.6203  0.20
H -1.3055 0.8921 0.7833  0.31
O 0.1837 -1.3054 -1.0950  -0.18
H 2.1526 0.8956 -0.9073  0.06
O -0.7543 -0.3445 -1.6581  -0.23
H 0.4218 0.9495 1.1257  0.31
C -0.3456 0.3572 0.7522  -0.34

Calculated values
Molar mass, g mol⁻¹: 138.95
Calculated total energy, a.u.: -2802.1992
HOMO level (alpha / beta), eV: -10.5 / -9.2
Orbital gap (alpha / beta), Ha: 0.3624 / 0.3114


The following is a quantum chemistry calculation of a molecular structure, C2H3BrO2 in a non-equilibrium geometry, from the OMol25 dataset.

Each line ends with the Mulliken charge.
Atoms and positions in Å:
O 0.6951 -0.8700 -0.8129  -0.12
C -0.1063 -0.0566 -1.1555  0.19
Br -1.8100 2.2144 -0.3196  -0.08
H 0.2397 0.9455 0.3743  0.35
H -1.1004 0.1234 0.5629  0.40
H 1.8484 -1.6616 0.7732  0.29
C -0.7058 0.7250 -0.1877  -0.52
O 0.9393 -1.4201 0.7652  -0.51

Calculated values
Molar mass, g mol⁻¹: 138.95
Calculated total energy, a.u.: -2802.2959
HOMO level (alpha / beta), eV: -9.3 / -9.3
Orbital gap (alpha / beta), Ha: 0.3242 / 0.3238


The following is a quantum chemistry calculation of a single C2H3BrO3S molecule in a non-equilibrium geometry, from the OMol25 dataset.

Each line ends with the Mulliken charge.
Atoms and positions in Å:
C -0.1289 0.6478 -0.5477  -0.29
S -0.5628 -1.1181 -0.1145  1.05
O 0.8992 -0.9110 0.6803  -0.32
O -1.6244 -1.2406 0.8576  -0.51
H 1.8998 0.7142 0.1581  0.25
O -0.4139 -1.9636 -1.2475  -0.54
H -0.1573 0.6492 -1.6663  0.40
C 0.9235 0.4545 0.5135  -0.25
H 0.8112 0.9966 1.5150  0.27
Br -1.6465 1.7712 -0.1485  -0.08

Calculated values
Molar mass, g mol⁻¹: 187.01
Calculated total energy, a.u.: -3275.8611
HOMO level, eV: -10.8
Orbital gap, Ha: 0.4138


Energy relative to the best compared isomer or geometry (same formula, charge and spin) values (in kJ/mol) by entry order: 167.3, 825.3, 571.4, 75.8.